1.
166
Properties=species:S:1:pos:R:3 method="wB97M-V/def2-TZVPD" total_energy_ha=-4280.46943 charge=+2 lumo_ev=-11.84 e_homo_ev=-13.28
Tl 0.238 -3.009 -4.495
B 0.357 0.436 -0.276
F 1.491 -0.337 -0.287
F 0.365 1.287 -1.367
F -0.730 -0.455 -0.434
F 0.237 1.205 0.880
C -0.227 7.862 -2.019
C 0.180 6.493 -2.659
O -0.677 5.893 -3.602
O -1.391 7.860 -1.215
H -0.364 8.598 -2.812
H 0.506 8.193 -1.283
H 0.315 5.893 -1.759
H 1.137 6.618 -3.167
H -1.519 5.687 -3.190
H -1.182 7.402 -0.398
C -2.481 -0.475 -3.174
C -2.830 -0.714 -4.651
O -1.699 -0.845 -5.449
O -1.655 -1.500 -2.685
H -3.340 -0.535 -2.505
H -2.063 0.527 -3.076
H -3.420 0.172 -4.884
H -3.544 -1.532 -4.749
H -1.788 -0.165 -6.120
H -1.418 -1.143 -1.826
C 0.093 5.873 1.677
C 0.167 4.255 1.582
O 0.216 3.701 0.298
O -1.045 6.334 1.079
H 0.944 6.311 1.157
H 0.149 6.193 2.718
H -0.724 3.859 2.070
H 1.057 3.833 2.049
H 0.209 2.742 0.345
H -1.619 6.625 1.791
C 2.823 -2.008 3.291
C 1.379 -1.411 3.006
O 1.389 0.010 2.929
O 3.632 -1.818 2.114
H 2.765 -3.079 3.487
H 3.316 -1.623 4.184
H 0.783 -1.814 3.825
H 0.820 -1.667 2.107
H 0.997 0.348 2.120
H 3.395 -2.598 1.607
C -3.315 4.785 -1.411
C -2.592 3.417 -1.304
O -3.360 2.242 -1.476
O -3.801 4.891 -2.715
H -2.688 5.618 -1.097
H -4.184 4.890 -0.762
H -2.162 3.370 -0.303
H -1.848 3.331 -2.097
H -3.798 2.350 -2.323
H -4.364 4.133 -2.885
C 5.188 -4.427 0.214
C 6.104 -5.441 0.826
O 6.500 -4.974 2.108
O 3.977 -4.446 0.923
H 4.968 -4.732 -0.809
H 5.726 -3.481 0.149
H 7.028 -5.445 0.248
H 5.677 -6.444 0.870
H 5.685 -4.999 2.615
H 3.378 -5.056 0.486
C 4.239 1.964 2.888
C 4.403 1.249 1.510
O 5.287 0.133 1.601
O 5.476 2.526 3.232
H 3.880 1.254 3.633
H 3.420 2.682 2.937
H 4.682 1.903 0.683
H 3.369 0.969 1.310
H 4.756 -0.665 1.659
H 5.386 3.388 3.644
C 4.486 -0.046 -2.436
C 4.771 -1.126 -1.391
O 6.110 -1.660 -1.574
O 4.769 -0.404 -3.726
H 5.231 0.741 -2.324
H 3.485 0.339 -2.243
H 4.022 -1.909 -1.276
H 4.815 -0.524 -0.484
H 6.117 -1.959 -2.486
H 4.133 -1.043 -4.054
C -6.154 -2.625 0.808
C -6.607 -2.787 -0.677
O -6.301 -1.643 -1.464
O -4.788 -2.398 0.841
H -6.279 -3.493 1.455
H -6.647 -1.754 1.241
H -7.656 -3.079 -0.709
H -6.075 -3.591 -1.187
H -5.870 -2.124 -2.174
H -4.641 -1.461 0.692
C 3.242 3.528 -1.431
C 3.823 3.643 -2.857
O 2.763 3.703 -3.782
O 2.354 4.595 -1.153
H 4.088 3.445 -0.749
H 2.762 2.565 -1.254
H 4.600 2.899 -3.032
H 4.303 4.617 -2.953
H 2.032 4.106 -3.307
H 1.611 4.264 -0.644
C -4.091 -6.038 0.550
C -2.993 -6.908 -0.171
O -2.738 -6.383 -1.497
O -3.425 -4.843 0.858
H -4.350 -6.552 1.475
H -4.996 -5.855 -0.029
H -3.258 -7.965 -0.172
H -2.056 -6.814 0.377
H -3.381 -6.761 -2.101
H -3.811 -4.144 0.326
C -2.859 1.168 1.698
C -3.637 1.971 2.740
O -4.053 3.212 2.128
O -3.619 0.535 0.706
H -2.339 0.398 2.267
H -2.111 1.842 1.280
H -2.927 2.265 3.513
H -4.492 1.451 3.172
H -4.704 2.968 1.467
H -3.324 0.924 -0.121
C 0.758 0.861 -4.670
C 1.717 0.420 -5.811
O 1.314 -0.898 -6.319
O 0.809 -0.066 -3.586
H -0.299 0.994 -4.901
H 1.179 1.779 -4.261
H 2.676 0.216 -5.335
H 1.928 1.137 -6.605
H 1.953 -1.121 -7.000
H 0.554 0.401 -2.787
C 1.089 -3.449 -0.675
C -0.422 -3.778 -0.796
O -0.785 -4.290 -1.987
O 1.414 -2.425 -1.645
H 1.603 -4.386 -0.890
H 1.521 -3.178 0.288
H -0.991 -2.874 -0.575
H -0.736 -4.438 0.013
H -1.339 -5.064 -1.862
H 1.283 -1.577 -1.216
C 0.563 0.640 6.419
C -0.899 0.513 5.949
O -1.732 0.037 7.016
O 1.380 1.233 5.449
H 1.006 -0.280 6.801
H 0.407 1.178 7.354
H -0.992 -0.161 5.098
H -1.182 1.524 5.659
H -2.611 0.396 6.878
H 1.394 0.751 4.619
C -2.571 -2.830 3.772
C -1.833 -4.203 3.863
O -1.455 -4.742 2.650
O -3.896 -3.040 3.227
H -2.073 -2.145 3.085
H -2.734 -2.409 4.764
H -2.529 -4.847 4.401
H -0.912 -4.215 4.445
H -2.266 -4.647 2.145
H -3.888 -2.772 2.306

=====

2.
157
Properties=species:S:1:pos:R:3 method="wB97M-V/def2-TZVPD" total_energy_ha=-6332.80511 relative_energy_ev=0.000 charge=+1 multiplicity=2 lumo_ev="-2.87 / -7.56" e_homo_ev="-9.48 / -9.48"
O 13.005 -11.850 21.391
P 12.683 -11.324 22.758
N 11.657 -9.937 22.814
C 12.245 -8.665 22.385
C 10.149 -10.189 22.709
N 13.963 -10.954 23.788
C 13.768 -10.202 25.040
C 15.142 -11.776 23.802
N 11.865 -12.517 23.659
C 11.204 -12.300 24.949
C 11.577 -13.828 22.933
H 12.564 -8.756 21.347
H 13.138 -8.454 22.973
H 11.516 -7.859 22.474
H 9.822 -9.335 22.116
H 9.639 -10.046 23.662
H 9.890 -11.179 22.334
H 12.801 -9.699 25.012
H 13.907 -10.902 25.863
H 14.430 -9.340 25.123
H 16.060 -11.210 23.960
H 15.069 -12.466 24.643
H 15.225 -12.293 22.846
H 11.709 -11.585 25.598
H 10.145 -12.092 24.793
H 11.248 -13.185 25.582
H 12.187 -14.514 23.521
H 11.947 -13.936 21.914
H 10.507 -13.980 23.079
O 13.104 -6.868 18.666
P 13.660 -8.197 18.255
N 14.651 -8.846 19.497
C 15.125 -7.974 20.544
C 15.294 -10.081 19.348
N 14.765 -8.186 16.850
C 15.310 -6.847 16.417
C 14.972 -9.415 15.994
N 12.483 -9.390 17.919
C 11.727 -9.834 19.093
C 11.543 -9.272 16.725
H 14.287 -7.355 20.863
H 15.866 -7.238 20.230
H 15.642 -8.500 21.347
H 14.602 -10.846 18.995
H 15.678 -10.334 20.336
H 15.941 -9.759 18.532
H 14.493 -6.463 15.805
H 15.470 -6.214 17.289
H 16.167 -7.118 15.800
H 14.816 -10.371 16.494
H 14.162 -9.260 15.282
H 15.972 -9.249 15.593
H 10.973 -10.603 18.927
H 12.439 -10.248 19.807
H 11.265 -9.027 19.662
H 10.991 -8.341 16.852
H 10.659 -9.909 16.687
H 12.026 -9.489 15.772
O 21.018 -10.942 18.914
P 21.185 -9.758 18.044
N 22.083 -10.237 16.643
C 22.970 -11.432 16.778
C 22.046 -9.728 15.281
N 22.191 -8.498 18.599
C 22.289 -7.232 18.021
C 23.332 -8.745 19.525
N 19.732 -9.019 17.314
C 18.974 -9.565 16.156
C 18.951 -8.102 18.229
H 22.919 -12.111 15.927
H 22.761 -12.050 17.651
H 23.965 -11.024 16.952
H 21.535 -10.577 14.827
H 23.034 -9.654 14.827
H 21.543 -8.810 14.975
H 23.001 -7.263 17.196
H 21.340 -6.905 17.595
H 22.553 -6.488 18.772
H 23.447 -9.805 19.301
H 24.269 -8.208 19.381
H 22.980 -8.727 20.556
H 19.293 -10.578 15.909
H 17.902 -9.658 16.327
H 19.223 -8.828 15.393
H 18.331 -8.766 18.831
H 18.204 -7.583 17.628
H 19.595 -7.525 18.893
C 19.763 -20.290 20.076
S 18.847 -19.319 21.390
O 18.824 -20.160 22.610
C 19.763 -17.867 21.888
H 20.621 -20.853 20.442
H 19.894 -19.959 19.045
H 19.054 -21.093 19.876
H 19.332 -17.378 22.761
H 19.722 -17.100 21.114
H 20.831 -18.038 22.023
C 13.275 -18.064 19.976
S 14.978 -17.724 19.347
O 15.744 -17.731 20.687
C 15.573 -19.288 18.474
H 13.199 -18.874 20.701
H 12.762 -18.362 19.061
H 12.870 -17.144 20.396
H 14.834 -19.797 17.855
H 15.836 -20.060 19.196
H 16.507 -19.065 17.957
C 16.518 -13.608 16.890
S 15.599 -14.957 16.003
O 15.096 -14.446 14.672
C 14.167 -14.822 17.178
H 15.939 -12.686 16.924
H 17.478 -13.306 16.471
H 16.695 -13.728 17.958
H 13.745 -13.818 17.202
H 14.343 -15.306 18.139
H 13.412 -15.512 16.799
C 20.521 -17.760 16.056
S 18.841 -18.455 16.451
O 19.147 -19.915 16.692
C 18.771 -17.399 17.992
H 21.107 -18.278 16.815
H 20.430 -16.680 16.172
H 20.905 -18.143 15.110
H 17.952 -17.593 18.684
H 18.615 -16.437 17.505
H 19.732 -17.386 18.507
C 20.602 -9.562 22.136
S 18.846 -9.118 21.800
O 17.964 -9.915 22.775
C 18.738 -7.309 22.106
H 21.276 -8.818 21.711
H 20.728 -10.570 21.740
H 20.802 -9.581 23.208
H 19.628 -6.824 21.703
H 18.654 -6.973 23.139
H 17.760 -6.943 21.794
C 20.445 -13.691 16.018
S 20.502 -13.561 14.190
O 21.031 -14.885 13.706
C 18.702 -13.570 13.822
H 20.026 -12.772 16.429
H 21.426 -13.841 16.468
H 19.717 -14.439 16.332
H 18.267 -14.550 14.016
H 18.563 -13.255 12.788
H 18.176 -12.859 14.458
C 17.442 -14.820 20.887
S 18.924 -13.965 20.164
O 18.990 -14.452 18.752
C 18.104 -12.354 20.083
H 16.589 -14.595 20.248
H 17.239 -14.524 21.917
H 17.569 -15.888 21.063
H 18.766 -11.515 20.293
H 17.247 -12.353 20.757
H 17.653 -11.967 19.169